(1)
23
Properties=species:S:1:pos:R:3 method="wB97M-V/def2-TZVPD" e_above_lowest_kcal_mol=49.3 spin_multiplicity=3 lumo_energy_ev="-2.79 / -6.75" charge=+1 s_squared=2.007 homo_lumo_gap_ev="6.7 / 6.2"
C 0.86 0.56 -1.53
C -1.31 0.86 -1.54
C 0.66 1.92 -1.06
C -0.67 2.11 -1.02
C -0.08 0.44 1.53
C 0.16 -2.74 -0.08
N -0.23 -0.06 -1.76
N 0.33 -0.75 1.20
N 0.72 1.38 2.03
N -0.44 -1.84 0.87
H 1.82 0.09 -1.68
H -2.09 0.43 -0.91
H -1.78 1.07 -2.51
H 1.45 2.61 -0.81
H -1.21 2.99 -0.75
H -1.13 0.66 1.46
H 0.27 -2.29 -1.07
H 1.13 -3.07 0.29
H -0.48 -3.61 -0.15
H 1.32 -0.99 1.28
H 1.72 1.24 2.11
H 0.36 2.28 2.28
H -1.38 -1.57 0.61

=====

(2)
50
Properties=species:S:1:pos:R:3 method="wB97M-V/def2-TZVPD" e_above_lowest_kcal_mol=0.5 lumo_energy_ev=-2.44 charge=+1 homo_lumo_gap_ev=8.5
Li 0.22 -0.05 0.38
C 0.99 2.31 -1.36
O 1.06 0.93 -0.97
C 2.00 0.13 -1.57
C 2.92 0.58 -2.50
C 3.83 -0.33 -3.03
Br 5.09 0.28 -4.29
C 3.84 -1.65 -2.64
C 2.91 -2.10 -1.70
C 1.97 -1.21 -1.17
O 1.03 -1.57 -0.25
C 2.88 -3.50 -1.25
N 2.01 -3.94 -0.37
C 2.28 -5.29 -0.20
C 1.67 -6.24 0.62
C 2.18 -7.52 0.58
C 3.27 -7.86 -0.24
C 3.88 -6.93 -1.05
C 3.36 -5.64 -1.01
N 3.72 -4.48 -1.67
H 0.81 2.38 -2.43
H 1.92 2.82 -1.09
H 0.16 2.73 -0.81
H 2.94 1.61 -2.81
H 4.57 -2.32 -3.06
H 1.17 -2.59 -0.09
H 0.84 -5.98 1.25
H 1.73 -8.29 1.20
H 3.63 -8.88 -0.23
H 4.71 -7.19 -1.68
H 4.46 -4.38 -2.34
C -4.16 0.34 -0.04
N -3.73 -0.37 1.16
C -2.64 -0.08 1.90
Se -1.42 1.30 1.66
N -2.62 -0.96 2.92
C -3.71 -1.82 2.85
C -4.13 -2.87 3.66
C -5.29 -3.52 3.28
C -6.00 -3.14 2.13
C -5.58 -2.09 1.33
C -4.41 -1.44 1.72
H -3.47 1.15 -0.23
H -5.16 0.74 0.12
H -4.17 -0.35 -0.89
H -1.93 -0.90 3.66
H -3.58 -3.16 4.55
H -5.66 -4.34 3.88
H -6.90 -3.67 1.87
H -6.13 -1.80 0.45

=====

(3)
61
Properties=species:S:1:pos:R:3 method="wB97M-V/def2-TZVPD" spin_multiplicity=2 lumo_energy_ev="-5.69 / -5.69" charge=+2 s_squared=0.952 homo_lumo_gap_ev="7.4 / 7.4"
Co -0.21 -0.50 -0.20
O -1.94 -1.16 -0.16
N -2.85 -0.61 -0.98
C -3.82 -1.42 -1.44
C -4.75 -0.96 -2.32
C -4.65 0.35 -2.77
C -3.58 1.11 -2.38
C -2.62 0.60 -1.50
S -1.12 1.37 -1.13
H -3.80 -2.42 -1.02
H -5.53 -1.61 -2.67
H -5.40 0.77 -3.42
H -3.44 2.12 -2.75
O 1.72 -0.33 -0.54
P 2.28 -0.95 -1.83
C 3.57 -2.13 -1.46
C 4.11 -2.16 -0.18
C 5.08 -3.11 0.13
C 5.49 -4.02 -0.83
C 4.95 -3.98 -2.11
C 3.99 -3.04 -2.43
C 0.96 -1.87 -2.63
C 0.31 -2.82 -1.84
C -0.68 -3.62 -2.38
C -1.01 -3.49 -3.72
C -0.36 -2.56 -4.52
C 0.63 -1.75 -3.98
C 2.88 0.29 -2.96
C 1.98 1.26 -3.42
C 2.41 2.22 -4.31
C 3.74 2.23 -4.74
C 4.63 1.28 -4.28
C 4.21 0.30 -3.39
H 3.78 -1.45 0.56
H 5.51 -3.15 1.13
H 6.24 -4.76 -0.59
H 5.28 -4.69 -2.86
H 3.56 -3.01 -3.43
H 0.62 -2.98 -0.81
H -1.18 -4.36 -1.77
H -1.76 -4.14 -4.16
H -0.61 -2.47 -5.57
H 1.14 -1.02 -4.60
H 0.95 1.25 -3.07
H 1.72 2.97 -4.68
H 4.07 2.98 -5.45
H 5.66 1.29 -4.62
H 4.91 -0.45 -3.03
N 2.04 2.68 3.73
C 1.10 1.50 3.58
C 0.92 1.15 2.11
N 0.01 0.02 1.91
H 2.17 2.93 4.71
H 1.67 3.50 3.25
H 2.96 2.47 3.33
H 0.15 1.78 4.04
H 1.52 0.67 4.14
H 1.88 0.89 1.65
H 0.51 2.00 1.56
H -0.93 0.23 2.23
H 0.33 -0.81 2.39